{
  "formula": "C47H44FMnN4O7P2S3",
  "method": "ωB97M-V/def2-TZVPD",
  "homo_lumo_gap_ev": [6.33, 6.31],
  "multiplicity": 2,
  "e_lumo_ev": [-4.32, -4.33],
  "total_charge": 1,
  "total_energy_ha": -5691.025108,
  "species": ["Mn", "S", "P", "C", "P", "S", "C", "C", "C", "C", "C", "C", "C", "C", "C", "C", "C", "C", "C", "C", "C", "C", "C", "C", "C", "C", "C", "C", "C", "C", "H", "H", "H", "H", "H", "H", "H", "H", "H", "H", "H", "H", "H", "H", "H", "H", "H", "H", "H", "H", "C", "C", "C", "C", "C", "C", "C", "F", "C", "C", "C", "O", "C", "C", "N", "C", "C", "O", "O", "H", "H", "H", "H", "H", "H", "H", "H", "H", "H", "H", "C", "C", "S", "O", "O", "C", "C", "N", "C", "N", "C", "C", "N", "O", "O", "C", "H", "H", "H", "H", "H", "H", "H", "H", "H", "H", "H", "H", "H"],
  "xyz": [[0.9607, -0.4008, -0.5576], [1.2476, -2.5505, 0.4897], [-0.2290, -3.0231, -0.8132], [-0.3766, -1.4705, -1.6517], [0.4714, -1.3633, -3.1989], [2.3942, -1.1997, -2.6473], [-0.2220, 0.0851, -4.0555], [-1.1375, 0.9117, -3.4178], [-1.7192, 1.9509, -4.1196], [-1.3787, 2.1701, -5.4451], [-0.4532, 1.3552, -6.0771], [0.1222, 0.3039, -5.3863], [0.2267, -2.6935, -4.4037], [1.3065, -3.1643, -5.1370], [1.1100, -4.1626, -6.0742], [-0.1569, -4.6944, -6.2588], [-1.2308, -4.2233, -5.5173], [-1.0475, -3.2109, -4.5950], [-1.7163, -3.3649, 0.1578], [-1.5636, -4.1772, 1.2780], [-2.6404, -4.3908, 2.1159], [-3.8689, -3.8195, 1.8187], [-4.0235, -3.0294, 0.6901], [-2.9424, -2.7840, -0.1399], [0.1574, -4.4928, -1.7896], [-0.8569, -5.3711, -2.1533], [-0.5658, -6.4059, -3.0219], [0.7179, -6.5506, -3.5253], [1.7257, -5.6765, -3.1511], [1.4518, -4.6436, -2.2764], [-1.4003, 0.7238, -2.3823], [-2.4467, 2.5899, -3.6391], [-1.8396, 2.9810, -5.9888], [-0.1876, 1.5419, -7.1072], [0.8256, -0.3557, -5.8758], [2.2880, -2.7487, -4.9534], [1.9437, -4.5312, -6.6531], [-0.3132, -5.4823, -6.9802], [-2.2127, -4.6487, -5.6567], [-1.8766, -2.8232, -4.0163], [-0.5983, -4.6198, 1.4862], [-2.5231, -4.9905, 3.0062], [-4.7063, -3.9872, 2.4775], [-4.9859, -2.5941, 0.4708], [-3.0385, -2.1494, -1.0109], [-1.8521, -5.2444, -1.7463], [-1.3404, -7.0988, -3.3125], [0.9371, -7.3545, -4.2098], [2.7221, -5.7970, -3.5470], [2.2309, -3.9595, -1.9640], [-1.3569, 6.2290, 1.3265], [-2.4785, 5.4889, 0.5957], [-3.7808, 5.5869, 1.3865], [-4.8180, 4.6236, 0.8218], [-4.2867, 3.2326, 0.9782], [-5.0912, 2.1647, 1.3100], [-4.5343, 0.8914, 1.4294], [-5.3382, -0.1304, 1.7547], [-3.2035, 0.6542, 1.1893], [-2.3777, 1.7228, 0.8174], [-1.0197, 1.4591, 0.3771], [-0.5042, 0.3109, 0.5134], [-0.3767, 2.5652, -0.2511], [-0.9182, 3.8190, -0.1740], [-2.0973, 4.0835, 0.3929], [-2.9106, 3.0289, 0.7518], [0.8854, 2.4119, -1.0751], [1.5301, 3.3914, -1.3886], [1.1322, 1.2019, -1.4359], [-1.6516, 7.2626, 1.4852], [-0.4319, 6.2304, 0.7580], [-1.1653, 5.7697, 2.2939], [-2.6167, 5.9418, -0.3952], [-4.1510, 6.6094, 1.3389], [-3.5959, 5.3412, 2.4349], [-4.9880, 4.8390, -0.2386], [-5.7705, 4.7293, 1.3393], [-6.1515, 2.3002, 1.4711], [-2.7867, -0.3394, 1.2441], [-0.3459, 4.6309, -0.6038], [3.0610, 3.4081, 7.4878], [4.0092, 2.2309, 7.4971], [3.6250, 1.0057, 6.2002], [4.1844, -0.2566, 6.5940], [2.2136, 1.0200, 5.8915], [4.4776, 1.5003, 4.6446], [4.5331, 0.2585, 3.7533], [3.9209, 0.4648, 2.4607], [2.6634, 0.1380, 2.1087], [2.4707, 0.3443, 0.8032], [3.6250, 0.8359, 0.2993], [4.5440, 0.9262, 1.3180], [5.8717, 1.4117, 1.2400], [6.3070, 1.6040, 0.1289], [6.4703, 1.6090, 2.2803], [1.6340, -0.3667, 3.0414], [3.1756, 3.9822, 8.4053], [2.0336, 3.0540, 7.4211], [3.2572, 4.0748, 6.6508], [3.9363, 1.6519, 8.4149], [5.0452, 2.5201, 7.3452], [5.4667, 1.8744, 4.8885], [3.8725, 2.2844, 4.1973], [4.0106, -0.5577, 4.2588], [5.5692, -0.0531, 3.6004], [3.7287, 1.1373, -0.7278], [1.7891, -1.4313, 3.2246], [0.6482, -0.2447, 2.5918], [1.6671, 0.1575, 3.9981]]
}